Model A:
ORCA calculation (ωB97M-V/def2-TZVPD) on 2 unconnected molecules or ions with the total composition C5H8ClN3.

Cartesian coordinates (Å):
C (-1.16, 1.64, 1.45)
N (-0.38, 0.45, 1.59)
C (0.43, 0.07, 0.58)
N (1.34, -0.87, 0.90)
C (2.15, -1.27, -0.04)
C (2.02, -0.98, -1.36)
C (0.94, -0.13, -1.67)
N (0.22, 0.46, -0.69)
H (-2.10, 1.42, 2.13)
H (-0.69, 2.55, 1.86)
H (-1.58, 1.65, 0.37)
H (-0.19, -0.22, 2.34)
H (3.00, -2.06, 0.29)
H (2.65, -1.41, -2.02)
H (0.68, 0.19, -2.65)
Cl (-4.24, -0.45, -1.41)
H (-3.09, -1.04, -1.67)

Properties
Frontier orbital gap   9.2 eV
HOMO level   -8.55 eV
Molecular weight   145.593 g/mol
Lowest unoccupied orbital energy   0.679 eV
Spin multiplicity   1
SMILES   CNc1ncccn1.Cl
Charge   0

Model B:
ORCA calculation (ωB97M-V/def2-TZVPD) on C5H8ClN3 in the gas phase.

Cartesian coordinates (Å):
N (1.47, -2.50, 0.89)
C (0.69, -2.03, 0.08)
C (-0.21, -1.60, -0.76)
N (-1.05, -0.48, -0.59)
C (-0.88, 0.29, 0.63)
C (0.14, 1.42, 0.41)
N (1.47, 0.93, 0.57)
C (2.21, 0.73, -0.41)
Cl (3.80, 0.16, -0.18)
H (2.45, -2.20, 0.89)
H (-0.38, -2.15, -1.67)
H (-2.02, -0.73, -0.76)
H (-0.55, -0.34, 1.46)
H (-1.84, 0.74, 0.90)
H (-0.03, 1.85, -0.59)
H (0.00, 2.18, 1.18)
H (1.96, 0.90, -1.47)

Properties
Frontier orbital gap   8.6 eV
HOMO level   -7.72 eV
Molecular weight   145.593 g/mol
Lowest unoccupied orbital energy   0.874 eV
Spin multiplicity   1
SMILES   N=C=CNCC/N=C/Cl
Charge   0

Stability, lowest: model B

Model A:
ORCA calculation (ωB97M-V/def2-TZVPD) on 2 unconnected molecules or ions with the total composition C6H12O.

Cartesian coordinates (Å):
C (1.87, 1.82, -0.49)
C (0.48, 2.07, 0.14)
C (-1.32, -1.84, 1.80)
C (-1.37, -1.32, 0.53)
C (-0.93, -0.04, 0.08)
C (-0.12, 0.83, 0.76)
H (2.66, 1.76, 0.28)
H (2.21, 2.69, -1.08)
H (1.84, 0.90, -1.07)
H (-0.11, 2.54, -0.66)
H (0.63, 2.80, 0.94)
H (-1.57, -2.86, 2.04)
H (-0.85, -1.31, 2.62)
H (-1.85, -1.89, -0.27)
H (-1.26, 0.20, -0.92)
H (0.20, 0.70, 1.80)
H (1.50, -1.28, -1.97)
H (0.36, -2.21, -1.62)
O (0.61, -1.52, -2.24)

Properties
Frontier orbital gap (spin up / spin down)   3.8 / 6.5 eV
HOMO level (spin up / spin down)   0.22 / -2.61 eV
Molecular weight   100.161 g/mol
Lowest unoccupied orbital energy (spin up / spin down)   3.992 / 3.900 eV
Spin multiplicity   2
Charge   -1

Model B:
ORCA calculation (ωB97M-V/def2-TZVPD) on a gas-phase ion, C6H12O (charge -1).

Cartesian coordinates (Å):
C (-2.04, 0.71, 1.25)
C (-0.59, 0.33, 1.47)
C (-0.15, -0.86, 0.67)
C (1.89, 0.09, -1.54)
O (1.34, 1.45, -1.58)
C (0.80, -0.93, -1.70)
C (-0.28, -0.99, -0.81)
H (-2.45, 1.37, 2.03)
H (-2.16, 1.28, 0.34)
H (-2.64, -0.20, 1.23)
H (-0.38, 0.12, 2.53)
H (0.12, 1.17, 1.37)
H (0.93, -1.00, 0.87)
H (-0.55, -1.77, 1.19)
H (2.43, 0.04, -0.58)
H (2.62, -0.03, -2.35)
H (1.35, 1.77, -0.66)
H (1.02, -1.73, -2.43)
H (-1.26, -0.81, -1.29)

Properties
Frontier orbital gap (spin up / spin down)   4.1 / 5.7 eV
HOMO level (spin up / spin down)   -0.04 / -1.67 eV
Molecular weight   100.161 g/mol
Lowest unoccupied orbital energy (spin up / spin down)   4.092 / 4.039 eV
Spin multiplicity   2
Charge   -1

Model C:
ORCA calculation (ωB97M-V/def2-TZVPD) on 2 unconnected molecules or ions with the total composition C6H12O.

Cartesian coordinates (Å):
C (-2.52, -0.74, 0.14)
C (-1.61, 0.51, 0.33)
C (-0.49, 0.66, -0.64)
C (0.88, 0.55, -0.41)
C (1.84, 0.48, -1.44)
C (3.23, 0.55, -1.29)
H (-3.59, -0.52, 0.18)
H (-2.42, -1.16, -0.88)
H (-2.26, -1.53, 0.83)
H (-2.30, 1.37, 0.37)
H (-1.18, 0.37, 1.34)
H (-0.80, 1.01, -1.63)
H (1.26, 0.68, 0.59)
H (1.42, 0.55, -2.45)
H (3.64, 0.37, -0.31)
H (3.94, 0.97, -1.98)
H (-0.07, -0.70, 2.42)
H (0.31, -2.15, 2.36)
O (0.71, -1.28, 2.46)

Properties
Frontier orbital gap (spin up / spin down)   3.6 / 6.0 eV
HOMO level (spin up / spin down)   0.17 / -2.29 eV
Molecular weight   100.161 g/mol
Lowest unoccupied orbital energy (spin up / spin down)   3.787 / 3.677 eV
Spin multiplicity   2
Charge   -1

Stability, lowest: model B

Model A:
ORCA calculation (ωB97M-V/def2-TZVPD) on a molecular structure, C3H10N2S.

Cartesian coordinates (Å):
C (0.00, -0.65, 1.57)
C (-1.13, -0.96, 0.89)
N (-1.32, -2.26, 0.34)
N (0.22, 0.60, 2.13)
H (0.75, -1.45, 1.54)
H (-1.93, -0.23, 0.74)
H (-2.27, -2.57, 0.48)
H (-1.11, -2.30, -0.65)
H (0.69, 1.26, 1.52)
H (0.71, 0.55, 3.01)
H (-0.01, -0.16, -0.18)
C (0.04, 1.00, -2.46)
S (1.04, 0.94, -0.95)
H (-0.99, 0.78, -2.20)
H (0.08, 2.04, -2.80)
H (0.43, 0.34, -3.23)

Properties
Frontier orbital gap (spin up / spin down)   9.6 / 5.5 eV
HOMO level (spin up / spin down)   -13.55 / -13.48 eV
Molecular weight   106.194 g/mol
Lowest unoccupied orbital energy (spin up / spin down)   -3.916 / -7.942 eV
Spin multiplicity   2
Charge   +1

Model B:
ORCA calculation (ωB97M-V/def2-TZVPD) on a gas-phase ion, C3H10N2S (charge +1).

Cartesian coordinates (Å):
N (-0.10, -0.33, -1.35)
C (-0.50, 0.07, -0.02)
C (0.73, 0.10, 0.92)
S (1.58, -1.46, 0.95)
C (-1.00, 1.50, -0.09)
N (-2.15, 1.55, -1.00)
H (-0.80, 0.04, -2.00)
H (-0.21, -1.34, -1.50)
H (-1.28, -0.57, 0.42)
H (1.49, 0.73, 0.43)
H (0.57, 0.44, 1.93)
H (1.62, -1.60, -0.39)
H (-0.21, 2.10, -0.53)
H (-1.25, 1.83, 0.92)
H (-2.97, 1.15, -0.55)
H (-2.37, 2.53, -1.13)

Properties
Frontier orbital gap (spin up / spin down)   10.2 / 4.8 eV
HOMO level (spin up / spin down)   -13.63 / -13.61 eV
Molecular weight   106.194 g/mol
Lowest unoccupied orbital energy (spin up / spin down)   -3.418 / -8.795 eV
Spin multiplicity   2
Charge   +1

Model C:
ORCA calculation (ωB97M-V/def2-TZVPD) on 2 unconnected molecules or ions with the total composition C3H10N2S.

Cartesian coordinates (Å):
N (-0.52, -1.75, -0.87)
C (-1.60, -1.19, -1.25)
N (-2.15, -0.08, -0.62)
H (0.32, -1.76, 0.83)
H (-0.30, -2.42, -1.61)
H (-2.21, -1.54, -2.10)
H (-3.16, -0.14, -0.53)
H (-1.69, 0.27, 0.20)
C (2.11, 1.43, 0.80)
C (0.68, 0.90, 0.63)
S (0.43, -0.57, 1.71)
H (2.79, 0.74, 0.29)
H (2.48, 1.43, 1.85)
H (2.33, 2.39, 0.32)
H (0.54, 0.60, -0.41)
H (-0.06, 1.70, 0.76)

Properties
Frontier orbital gap (spin up / spin down)   10.9 / 5.9 eV
HOMO level (spin up / spin down)   -14.24 / -14.21 eV
Molecular weight   106.194 g/mol
Lowest unoccupied orbital energy (spin up / spin down)   -3.353 / -8.323 eV
Spin multiplicity   2
Charge   +1

Stability, lowest: model A

Model A:
ORCA calculation (ωB97M-V/def2-TZVPD) on a molecular structure, C25H49NO2SSi2V.

Cartesian coordinates (Å):
O (-0.72, 1.30, -0.93)
O (3.57, -0.32, -2.04)
C (-1.33, 0.63, -2.15)
C (-2.59, 1.31, -2.64)
H (-1.53, -0.39, -1.81)
H (-0.53, 0.60, -2.90)
H (-3.30, 1.54, -1.83)
H (-3.09, 0.64, -3.33)
H (-2.35, 2.23, -3.19)
C (-0.48, 2.79, -1.10)
C (0.59, 3.13, -2.13)
H (-0.18, 3.14, -0.10)
H (-1.44, 3.26, -1.35)
H (1.54, 2.65, -1.89)
H (0.72, 4.21, -2.09)
H (0.28, 2.85, -3.15)
C (4.82, -0.12, -1.32)
C (3.71, -0.41, -3.47)
C (5.06, 1.34, -0.98)
H (5.66, -0.52, -1.92)
H (4.72, -0.73, -0.40)
H (5.18, 1.92, -1.89)
H (5.96, 1.44, -0.39)
H (4.23, 1.73, -0.40)
C (4.45, 0.75, -4.11)
H (2.68, -0.48, -3.86)
H (4.23, -1.36, -3.68)
H (4.01, 1.71, -3.84)
H (4.40, 0.66, -5.20)
H (5.51, 0.74, -3.84)
H (1.94, -1.17, -0.86)
V (-1.50, 1.03, 0.89)
C (1.87, -1.94, -0.05)
Si (2.27, -3.70, -0.66)
H (2.61, -1.66, 0.72)
H (0.89, -1.91, 0.46)
C (1.51, -4.09, -2.33)
C (1.64, -5.03, 0.52)
C (4.08, -4.23, -0.75)
C (-2.50, -0.83, 0.68)
Si (-3.74, -1.43, 1.96)
H (-1.67, -1.57, 0.55)
H (-2.95, -0.73, -0.33)
C (-3.24, -3.19, 2.38)
C (-5.48, -1.47, 1.24)
C (-3.79, -0.42, 3.54)
H (4.10, -5.28, -1.07)
H (4.58, -4.19, 0.23)
H (4.68, -3.66, -1.46)
H (0.42, -4.14, -2.27)
H (1.87, -5.07, -2.68)
H (1.77, -3.35, -3.10)
H (0.63, -4.84, 0.89)
H (2.32, -5.13, 1.38)
H (1.64, -5.99, -0.01)
H (-5.46, -1.74, 0.18)
H (-6.00, -0.51, 1.34)
H (-6.09, -2.23, 1.76)
H (-4.20, 0.59, 3.39)
H (-2.79, -0.33, 3.98)
H (-4.44, -0.93, 4.27)
H (-4.02, -3.71, 2.96)
H (-2.31, -3.21, 2.96)
H (-3.07, -3.76, 1.45)
S (-4.22, 4.02, 3.06)
C (-5.25, 3.28, 1.90)
C (-4.54, 2.41, 1.05)
C (-3.17, 2.31, 1.38)
C (-2.84, 3.10, 2.47)
C (-1.48, 3.15, 2.94)
C (-0.93, 4.15, 3.77)
C (0.44, 4.12, 4.03)
C (1.22, 3.11, 3.46)
C (0.63, 2.15, 2.65)
N (-0.70, 2.16, 2.39)
H (-6.30, 3.51, 1.85)
H (-4.97, 1.86, 0.22)
H (-1.59, 4.93, 4.15)
H (0.88, 4.88, 4.65)
H (2.30, 3.08, 3.62)
H (1.19, 1.34, 2.18)

Properties
Frontier orbital gap (spin up / spin down)   5.8 / 7.8 eV
HOMO level (spin up / spin down)   -5.39 / -7.60 eV
Molecular weight   534.855 g/mol
Lowest unoccupied orbital energy (spin up / spin down)   0.382 / 0.242 eV
Spin multiplicity   4
Charge   0

Model B:
ORCA calculation (ωB97M-V/def2-TZVPD) on a molecular structure, C25H49NO2SSi2V.

Cartesian coordinates (Å):
O (1.17, 0.23, -1.02)
O (0.85, -3.87, 0.47)
C (0.75, -0.17, -2.46)
C (1.15, 0.91, -3.45)
H (-0.34, -0.33, -2.39)
H (1.26, -1.13, -2.63)
H (1.04, 1.93, -3.04)
H (0.57, 0.86, -4.38)
H (2.20, 0.76, -3.73)
C (2.65, 0.55, -0.86)
C (3.53, -0.67, -1.10)
H (2.80, 0.84, 0.20)
H (2.91, 1.39, -1.54)
H (3.23, -1.51, -0.47)
H (4.54, -0.39, -0.82)
H (3.57, -0.96, -2.17)
C (1.23, -4.32, 1.79)
C (1.20, -4.74, -0.61)
C (2.58, -3.82, 2.24)
H (1.22, -5.42, 1.81)
H (0.43, -3.92, 2.41)
H (3.41, -4.21, 1.64)
H (2.72, -4.18, 3.26)
H (2.61, -2.73, 2.23)
C (2.64, -5.20, -0.58)
H (0.99, -4.15, -1.51)
H (0.54, -5.62, -0.60)
H (3.34, -4.36, -0.52)
H (2.82, -5.74, -1.51)
H (2.84, -5.89, 0.25)
H (-0.15, -2.08, 0.04)
V (0.39, 1.86, -0.17)
C (-1.04, -1.86, 0.68)
Si (-2.42, -3.14, 0.45)
H (-0.67, -1.80, 1.72)
H (-1.40, -0.87, 0.35)
C (-2.61, -3.71, -1.33)
C (-4.07, -2.47, 1.04)
C (-2.41, -4.73, 1.47)
C (-1.59, 1.81, -0.89)
Si (-2.69, 3.31, -0.67)
H (-2.02, 0.98, -0.30)
H (-1.69, 1.53, -1.98)
C (-4.39, 2.68, -0.15)
C (-2.90, 4.32, -2.24)
C (-2.04, 4.47, 0.65)
H (-3.26, -5.32, 1.12)
H (-2.58, -4.48, 2.53)
H (-1.50, -5.33, 1.37)
H (-2.99, -2.89, -1.96)
H (-3.36, -4.52, -1.33)
H (-1.69, -4.10, -1.77)
H (-4.23, -1.43, 0.76)
H (-4.12, -2.55, 2.14)
H (-4.87, -3.09, 0.62)
H (-2.90, 3.71, -3.16)
H (-2.13, 5.10, -2.33)
H (-3.88, 4.80, -2.15)
H (-1.15, 5.03, 0.35)
H (-1.80, 3.92, 1.57)
H (-2.84, 5.19, 0.87)
H (-5.12, 3.50, -0.22)
H (-4.36, 2.32, 0.88)
H (-4.72, 1.85, -0.79)
S (1.66, 6.16, 0.20)
C (1.25, 6.03, -1.47)
C (0.90, 4.73, -1.85)
C (1.15, 3.78, -0.81)
C (1.50, 4.41, 0.38)
C (1.65, 3.72, 1.64)
C (2.47, 4.10, 2.72)
C (2.72, 3.19, 3.75)
C (2.09, 1.94, 3.71)
C (1.25, 1.62, 2.65)
N (1.04, 2.49, 1.62)
H (1.23, 6.91, -2.10)
H (0.47, 4.48, -2.81)
H (2.97, 5.07, 2.69)
H (3.39, 3.44, 4.57)
H (2.24, 1.19, 4.48)
H (0.75, 0.65, 2.56)

Properties
Frontier orbital gap (spin up / spin down)   5.4 / 7.9 eV
HOMO level (spin up / spin down)   -5.04 / -7.60 eV
Molecular weight   534.855 g/mol
Lowest unoccupied orbital energy (spin up / spin down)   0.369 / 0.345 eV
Spin multiplicity   4
Charge   0

Stability, lowest: model B